(1)
Density functional theory data (ωB97M-V/def2-TZVPD) for a 2-piece molecular cluster, C35H43Br2F2N3O8S overall at a distorted geometry.

Summary:
Frontier orbital gap: 7.0 eV
HOMO: -7.940 eV
SMILES string: [H]/N=C/Cc1c(CCCCOC(C)=O)c(CCCF)cc2c1Sc1c(cc(C(=O)NC(=O)F)c(/C(Br)=C(\C)Br)c1CCOCC)N2.COC(=O)OC
Calculated total energy: -7871.10454 hartree
Net charge: 0

Atoms and positions in Å:
1 H -4.726 3.970 3.245
2 N -4.227 3.165 2.823
3 C -4.682 2.033 3.344
4 C -4.013 0.669 2.756
5 C -3.864 0.887 1.164
6 C -5.169 0.646 0.320
7 C -6.550 0.213 1.034
8 C -6.677 -1.407 1.080
9 C -6.657 -2.029 2.565
10 C -5.474 -3.124 2.790
11 O -4.426 -2.606 3.656
12 C -3.119 -2.946 3.199
13 C -2.552 -2.659 1.725
14 O -2.340 -3.481 4.048
15 C -5.036 0.888 -1.234
16 C -6.306 0.702 -2.227
17 C -6.201 -0.739 -2.991
18 C -7.379 -1.756 -2.579
19 F -8.613 -1.532 -3.316
20 C -3.669 1.343 -1.861
21 C -2.369 1.587 -0.997
22 C -2.513 1.344 0.530
23 S -1.018 1.620 1.581
24 C 0.378 1.277 0.384
25 C 0.095 1.547 -1.121
26 C 1.290 1.286 -2.113
27 C 2.698 0.789 -1.658
28 C 3.790 0.628 -2.817
29 O 3.746 1.486 -3.753
30 N 4.821 -0.434 -2.876
31 C 4.202 -1.744 -3.036
32 O 2.969 -1.932 -3.155
33 F 5.115 -2.858 -3.080
34 C 2.967 0.522 -0.146
35 C 4.420 0.018 0.298
36 Br 4.782 -1.953 0.296
37 C 5.495 0.869 0.674
38 C 5.333 2.458 0.730
39 Br 7.265 0.054 1.149
40 C 1.790 0.762 0.874
41 C 1.999 0.496 2.446
42 C 2.889 1.615 3.191
43 O 2.349 1.816 4.520
44 C 2.982 0.957 5.501
45 C 2.093 -0.353 5.867
46 N -1.161 2.057 -1.706
47 H -5.524 2.026 4.133
48 H -3.021 0.465 3.285
49 H -4.749 -0.167 3.002
50 H -7.422 0.644 0.423
51 H -6.639 0.606 2.106
52 H -5.818 -1.803 0.411
53 H -7.674 -1.678 0.593
54 H -7.661 -2.593 2.691
55 H -6.635 -1.196 3.361
56 H -5.973 -3.994 3.374
57 H -5.111 -3.576 1.806
58 H -2.716 -1.553 1.418
59 H -1.411 -2.819 1.673
60 H -3.120 -3.308 0.963
61 H -7.305 0.858 -1.696
62 H -6.232 1.498 -3.065
63 H -6.294 -0.588 -4.130
64 H -5.152 -1.143 -2.712
65 H -7.049 -2.864 -2.645
66 H -7.623 -1.558 -1.481
67 H -3.655 1.510 -2.995
68 H 1.109 1.474 -3.227
69 H 5.490 -0.396 -2.091
70 H 4.240 2.760 0.854
71 H 5.850 2.973 -0.168
72 H 5.874 2.810 1.692
73 H 2.515 -0.539 2.519
74 H 1.012 0.397 3.019
75 H 3.976 1.249 3.175
76 H 2.862 2.572 2.543
77 H 3.109 1.564 6.469
78 H 4.018 0.574 5.207
79 H 0.969 -0.159 5.807
80 H 2.434 -1.244 5.212
81 H 2.333 -0.582 6.978
82 H -1.204 1.612 -2.649
83 C 11.268 -0.165 -5.787
84 O 10.148 0.308 -5.042
85 C 8.956 0.000 -5.584
86 O 8.780 -0.618 -6.606
87 O 7.995 0.500 -4.788
88 C 6.665 0.248 -5.244
89 H 12.172 0.139 -5.259
90 H 11.256 -1.256 -5.851
91 H 11.284 0.280 -6.784
92 H 6.470 -0.827 -5.286
93 H 6.497 0.710 -6.219
94 H 5.977 0.694 -4.530

Mulliken analysis output, partial charges in e: 0.241, -0.436, -0.364, -0.356, 0.010, -0.090, -1.130, -0.208, -0.948, -0.452, -0.315, 0.618, -0.428, -0.596, 0.598, -0.970, -0.504, 0.012, -0.333, -0.668, 0.375, 0.507, -0.200, 0.221, 0.252, -1.297, 0.731, 0.184, -0.546, -0.007, 0.551, -0.470, -0.242, 0.543, -1.021, -0.042, 0.456, -0.963, -0.111, 0.272, -0.619, -0.003, -0.438, -0.188, -0.878, -0.299, 0.359, 0.550, -0.516, 0.304, 0.416, 0.296, 0.281, 0.455, 0.378, 0.264, 0.291, 0.015, 0.275, 0.286, 0.330, 0.402, 0.332, 0.368, 0.269, -0.121, 0.204, 0.203, 0.355, 0.188, 0.324, 0.381, 0.234, 0.546, 0.144, 0.097, 0.335, 0.180, 0.206, 0.208, 0.359, 0.348, -0.625, -0.312, 0.757, -0.539, -0.283, -0.419, 0.219, 0.289, 0.291, 0.227, 0.361, 0.040

=====

(2)
Density functional theory data (ωB97M-V/def2-TZVPD) for C35H43ClMnP2Si2 as an isolated structure at a distorted geometry.

Summary:
Spin multiplicity: 5
Frontier orbital gap (alpha / beta): 8.1 / 5.5 eV
HOMO (alpha / beta): -9.906 / -10.347 eV
Calculated total energy: -4232.15890 hartree
Energy above the lowest of the compared OMol25 structures with the same formula, charge and spin: 0.8324 eV
Net charge: +1

Atoms and positions in Å:
1 C -1.865 -0.601 4.675
2 C -2.497 0.013 3.531
3 C -2.312 -0.866 2.408
4 H -3.098 0.923 3.533
5 C -1.560 -2.012 2.842
6 C -1.300 -1.856 4.250
7 H -0.849 -2.589 4.912
8 H -1.889 -0.221 5.692
9 H -2.766 -0.750 1.424
10 H -1.292 -2.877 2.243
11 Mn -0.417 -0.232 3.158
12 Si -0.530 -0.339 -3.293
13 C -0.046 1.147 -4.297
14 C 1.299 1.392 -4.606
15 H 2.079 0.706 -4.258
16 C 1.637 2.536 -5.335
17 H 2.686 2.741 -5.556
18 C 0.638 3.410 -5.770
19 H 0.906 4.299 -6.345
20 C -0.701 3.162 -5.456
21 H -1.483 3.847 -5.784
22 C -1.047 2.039 -4.701
23 H -2.084 1.859 -4.407
24 C 0.217 -1.797 -4.170
25 C -0.213 -2.036 -5.486
26 H -0.963 -1.383 -5.937
27 C 0.331 -3.099 -6.210
28 H -0.004 -3.284 -7.231
29 C 1.305 -3.921 -5.625
30 H 1.723 -4.757 -6.187
31 C 1.748 -3.666 -4.322
32 H 2.512 -4.296 -3.860
33 C 1.215 -2.597 -3.600
34 H 1.577 -2.379 -2.591
35 H -1.995 -0.462 -3.395
36 Si 0.658 0.081 -1.070
37 C -0.118 -1.579 -0.624
38 C -1.453 -1.922 -0.877
39 H -2.193 -1.165 -1.140
40 C -1.869 -3.255 -0.853
41 H -2.903 -3.494 -1.112
42 C -0.972 -4.260 -0.494
43 H -1.289 -5.304 -0.497
44 C 0.326 -3.916 -0.098
45 H 1.021 -4.691 0.229
46 C 0.722 -2.579 -0.108
47 H 1.717 -2.321 0.260
48 C -0.587 1.491 -0.972
49 C -1.906 1.387 -0.504
50 H -2.251 0.473 -0.022
51 C -2.797 2.451 -0.661
52 H -3.838 2.316 -0.372
53 C -2.347 3.671 -1.173
54 H -3.042 4.509 -1.279
55 C -1.002 3.819 -1.529
56 H -0.639 4.772 -1.923
57 C -0.124 2.749 -1.387
58 H 0.930 2.872 -1.660
59 H 2.080 0.159 -1.464
60 Cl 1.472 0.539 0.986
61 C -0.380 3.145 2.290
62 P 0.060 1.926 3.558
63 C -0.656 2.537 5.118
64 C 1.893 2.135 3.798
65 C 2.563 0.881 4.366
66 P 1.596 -0.683 4.100
67 C 2.685 -1.766 3.126
68 C 1.554 -1.453 5.746
69 H -1.351 2.889 1.850
70 H 0.360 3.138 1.481
71 H -0.438 4.147 2.738
72 H -0.424 1.851 5.944
73 H -0.248 3.535 5.324
74 H -1.744 2.607 5.005
75 H 2.325 2.416 2.827
76 H 2.024 2.991 4.475
77 H 3.550 0.726 3.912
78 H 2.715 0.966 5.450
79 H 3.609 -1.971 3.682
80 H 2.172 -2.715 2.926
81 H 2.928 -1.306 2.161
82 H 2.551 -1.381 6.200
83 H 0.813 -0.958 6.385
84 H 1.288 -2.511 5.638

Mulliken analysis output, partial charges in e: -0.519, -1.134, -0.462, 0.545, -0.453, -0.849, 0.720, 0.582, 0.960, 0.494, -0.057, 0.739, 0.221, -0.182, 0.364, -0.699, 0.401, -0.484, 0.401, -0.648, 0.408, -0.160, 0.354, 0.540, -0.540, 0.345, -0.639, 0.407, -0.528, 0.377, -0.700, 0.404, 0.101, 0.164, -0.239, -1.386, 2.321, -0.812, 0.534, -1.010, 0.465, -0.738, 0.398, -0.829, 0.455, -0.768, 0.367, 1.814, 0.958, -0.672, -1.014, 0.432, -0.722, 0.453, -0.766, 0.483, -0.436, 0.304, -0.022, -0.389, -1.138, 1.124, -1.479, -0.879, -1.166, 1.402, -1.438, -1.461, 0.218, 0.244, 0.540, 0.326, 0.496, 0.394, 0.357, 0.621, 0.477, 0.340, 0.508, 0.298, 0.336, 0.483, 0.351, 0.390